Record 1
{
  "formula": "C19H30CoN",
  "method": "ωB97M-V/def2-TZVPD",
  "lumo_ev": [-5.490, -9.422],
  "charge": 2,
  "spin_multiplicity": 5,
  "homo_ev": [-15.22, -15.30],
  "symbols": ["C", "H", "H", "H", "C", "H", "H", "C", "H", "H", "H", "C", "C", "C", "C", "C", "C", "C", "C", "C", "C", "Co", "H", "H", "H", "H", "H", "H", "H", "H", "H", "H", "H", "H", "H", "H", "H", "N", "C", "C", "C", "C", "C", "C", "H", "H", "H", "H", "H", "H", "H"],
  "coordinates": [[1.580, -1.555, 0.556], [2.491, -1.339, 1.126], [1.128, -2.470, 0.955], [0.875, -0.715, 0.775], [1.939, -1.734, -0.909], [1.060, -1.541, -1.544], [2.689, -0.988, -1.200], [2.447, -3.151, -1.173], [2.826, -3.260, -2.192], [3.254, -3.424, -0.484], [1.627, -3.865, -1.040], [-1.921, 0.967, -0.819], [-1.567, -0.077, -1.746], [-1.593, -1.325, -1.037], [-1.907, -1.051, 0.335], [-2.124, 0.364, 0.468], [-2.574, 1.061, 1.699], [-2.122, -2.071, 1.397], [-1.414, -2.680, -1.627], [-1.301, 0.092, -3.202], [-2.119, 2.410, -1.148], [-0.328, 0.007, -0.243], [-1.952, -1.649, 2.393], [-3.149, -2.461, 1.370], [-1.444, -2.924, 1.277], [-2.303, 0.481, 2.589], [-2.102, 2.048, 1.785], [-3.665, 1.212, 1.716], [-1.484, 2.717, -1.995], [-3.161, 2.633, -1.428], [-1.871, 3.049, -0.286], [-0.672, -0.726, -3.578], [-2.221, 0.098, -3.805], [-0.777, 1.040, -3.400], [-0.912, -3.358, -0.922], [-2.378, -3.145, -1.889], [-0.813, -2.641, -2.546], [1.078, 1.391, -0.655], [1.932, 2.003, 0.360], [1.343, 2.548, 1.495], [2.163, 3.165, 2.456], [3.547, 3.228, 2.260], [4.125, 2.652, 1.120], [3.313, 2.027, 0.167], [0.511, 2.101, -1.132], [1.654, 0.992, -1.400], [0.259, 2.478, 1.646], [1.713, 3.602, 3.351], [4.182, 3.713, 3.004], [5.207, 2.697, 0.969], [3.753, 1.562, -0.724]]
}



Record 2
{
  "formula": "C19H30F4NO12P3",
  "method": "ωB97M-V/def2-TZVPD",
  "lumo_ev": -0.305,
  "smiles": "C[C@H](F)N1C(=O)c2cc(C[C@H](O)C(F)(F)F)cc([PH2]=O)c2C1=O.COP(=O)(OC)OC.COP(=O)(OC)OC",
  "charge": 0,
  "e_above_lowest_kcal_mol": 0.0,
  "homo_ev": -9.86,
  "symbols": ["C", "C", "F", "N", "C", "O", "C", "C", "C", "C", "C", "O", "C", "F", "F", "F", "C", "C", "P", "O", "C", "C", "O", "H", "H", "H", "H", "H", "H", "H", "H", "H", "H", "H", "H", "C", "O", "P", "O", "O", "C", "O", "C", "H", "H", "H", "H", "H", "H", "H", "H", "H", "C", "O", "P", "O", "O", "C", "O", "C", "H", "H", "H", "H", "H", "H", "H", "H", "H"],
  "coordinates": [[-3.235, -0.970, 3.725], [-4.012, -2.012, 2.958], [-4.718, -2.756, 3.898], [-3.212, -2.897, 2.167], [-3.146, -2.716, 0.764], [-3.986, -2.971, -0.031], [-1.748, -2.228, 0.506], [-1.234, -1.582, -0.605], [0.100, -1.186, -0.581], [0.771, -0.483, -1.741], [-0.082, 0.482, -2.558], [0.829, 1.266, -3.323], [-0.925, 1.451, -1.695], [-2.200, 1.023, -1.635], [-0.994, 2.652, -2.293], [-0.439, 1.657, -0.475], [0.878, -1.469, 0.541], [0.376, -2.157, 1.645], [1.429, -2.528, 3.073], [1.394, -3.944, 3.482], [-0.970, -2.527, 1.608], [-1.880, -3.248, 2.592], [-1.638, -3.993, 3.470], [-2.825, -0.199, 3.077], [-2.449, -1.393, 4.344], [-3.934, -0.480, 4.397], [-4.767, -1.531, 2.340], [-1.872, -1.391, -1.453], [1.128, -1.267, -2.406], [1.657, 0.028, -1.380], [-0.709, -0.071, -3.250], [0.675, 1.104, -4.256], [1.912, -1.155, 0.542], [1.040, -1.625, 4.083], [2.717, -2.130, 2.662], [4.016, -5.457, -0.855], [5.042, -4.523, -1.238], [4.588, -3.211, -1.986], [3.443, -2.507, -1.412], [4.327, -3.639, -3.496], [5.133, -4.653, -4.108], [5.954, -2.420, -2.008], [5.944, -1.080, -2.523], [4.430, -6.457, -0.953], [3.733, -5.278, 0.180], [3.136, -5.369, -1.493], [4.623, -5.613, -4.028], [6.117, -4.723, -3.647], [5.248, -4.400, -5.159], [4.957, -0.791, -2.886], [6.659, -1.022, -3.341], [6.245, -0.400, -1.730], [-0.341, 6.691, 1.234], [-1.666, 6.960, 0.756], [-2.870, 6.336, 1.571], [-2.815, 6.486, 3.021], [-2.944, 4.811, 1.122], [-2.616, 4.436, -0.220], [-4.079, 7.044, 0.838], [-5.395, 6.826, 1.365], [0.310, 6.601, 0.367], [-0.007, 7.518, 1.857], [-0.302, 5.766, 1.809], [-1.574, 4.127, -0.261], [-2.774, 5.255, -0.921], [-3.244, 3.599, -0.513], [-5.385, 6.138, 2.209], [-6.017, 6.416, 0.571], [-5.803, 7.780, 1.688]]
}



Record 3
{
  "formula": "C19H30IN2O2PS",
  "method": "ωB97M-V/def2-TZVPD",
  "lumo_ev": 0.258,
  "smiles": "N#C[C@H](CCCI)[C@](C#N)([PH2]=S)c1ccccc1.CC(C)O.CC(C)O",
  "charge": 0,
  "homo_ev": -9.21,
  "symbols": ["N", "C", "C", "C", "C", "C", "I", "C", "C", "N", "P", "S", "C", "C", "C", "C", "C", "C", "H", "H", "H", "H", "H", "H", "H", "H", "H", "H", "H", "H", "H", "H", "C", "C", "C", "O", "H", "H", "H", "H", "H", "H", "H", "H", "C", "C", "C", "O", "H", "H", "H", "H", "H", "H", "H", "H"],
  "coordinates": [[3.609, 3.732, -3.525], [3.223, 2.673, -3.743], [2.609, 1.307, -3.784], [1.081, 1.343, -4.004], [0.544, 2.657, -4.605], [0.308, 3.763, -3.527], [-1.744, 4.413, -3.540], [3.059, 0.423, -2.582], [4.513, 0.615, -2.309], [5.640, 0.746, -2.141], [2.898, -1.379, -3.157], [4.132, -2.614, -2.328], [2.270, 0.653, -1.298], [2.008, 1.959, -0.887], [1.259, 2.230, 0.260], [0.744, 1.188, 1.030], [1.032, -0.128, 0.645], [1.779, -0.391, -0.497], [3.039, 0.844, -4.677], [0.503, 1.111, -3.108], [0.853, 0.551, -4.726], [-0.436, 2.430, -5.023], [1.206, 3.004, -5.399], [0.912, 4.623, -3.803], [0.578, 3.414, -2.536], [2.971, -1.326, -4.571], [1.539, -1.673, -2.881], [2.373, 2.820, -1.432], [1.053, 3.255, 0.536], [0.144, 1.437, 1.894], [0.628, -0.921, 1.259], [1.976, -1.426, -0.744], [-1.670, -3.533, 3.206], [-1.431, -3.048, 1.783], [-2.393, -3.703, 0.804], [-0.083, -3.323, 1.402], [-1.510, -4.611, 3.282], [-0.968, -3.058, 3.895], [-2.686, -3.312, 3.536], [-1.550, -1.963, 1.739], [-2.257, -4.788, 0.800], [-2.204, -3.350, -0.210], [-3.430, -3.485, 1.062], [0.046, -4.276, 1.431], [-3.002, 0.097, 5.686], [-2.765, 0.583, 4.265], [-3.731, -0.064, 3.286], [-1.421, 0.295, 3.873], [-2.851, -0.984, 5.752], [-2.297, 0.565, 6.373], [-4.016, 0.325, 6.019], [-2.876, 1.667, 4.226], [-3.596, -1.149, 3.277], [-3.542, 0.291, 2.271], [-4.769, 0.154, 3.542], [-1.304, -0.661, 3.905]]
}



Number 1: largest force on an atom 7.8 eV/A, total energy -59288.65721 eV. Number 2: largest force on an atom 1.5 eV/A, total energy -84991.24752 eV. Number 3: largest force on an atom 1.2 eV/A, total energy -55488.35833 eV.